{"formula": "C20H42BN6O8S", "method": "the ωB97M-V functional and the def2-TZVPD basis", "total_charge": -1, "lumo_ha": 0.06812, "species": ["C", "C", "S", "C", "C", "B", "N", "O", "C", "C", "C", "O", "O", "C", "O", "N", "H", "H", "H", "H", "H", "H", "H", "H", "H", "H", "H", "H", "H", "H", "C", "O", "N", "C", "C", "H", "H", "H", "H", "H", "H", "H", "C", "O", "N", "C", "C", "H", "H", "H", "H", "H", "H", "H", "C", "O", "N", "C", "C", "H", "H", "H", "H", "H", "H", "H", "C", "O", "N", "C", "C", "H", "H", "H", "H", "H", "H", "H"], "positions_angstrom": [[1.399, -0.278, 1.034], [1.750, 0.452, -0.254], [3.490, 0.868, -0.478], [4.049, 1.673, 1.035], [5.031, 0.810, 1.901], [4.994, 1.316, 3.412], [5.593, 0.586, 4.489], [4.369, 2.533, 3.744], [4.863, -0.711, 1.766], [6.022, -1.304, 0.892], [5.322, -2.291, -0.081], [5.374, -2.114, -1.315], [4.709, -3.214, 0.508], [6.660, -0.047, 0.340], [7.357, 0.106, -0.638], [6.331, 1.018, 1.214], [1.378, 0.376, 1.901], [0.379, -0.641, 0.924], [2.010, -1.153, 1.221], [1.511, -0.211, -1.077], [1.099, 1.316, -0.344], [3.186, 2.016, 1.603], [4.605, 2.559, 0.770], [5.772, -0.384, 4.268], [5.018, 0.645, 5.318], [3.613, 2.308, 4.292], [3.970, -1.057, 1.269], [4.844, -1.287, 2.690], [6.681, -1.947, 1.463], [7.074, 1.437, 1.744], [-2.355, -1.478, 2.809], [-2.137, -0.917, 1.753], [-1.683, -2.549, 3.263], [-2.002, -3.171, 4.531], [-0.601, -3.102, 2.456], [-3.150, -1.142, 3.499], [-1.131, -3.139, 5.189], [-2.289, -4.212, 4.372], [-2.826, -2.647, 5.011], [0.165, -2.346, 2.298], [-0.990, -3.407, 1.485], [-0.166, -3.959, 2.962], [-7.179, 0.331, 1.563], [-8.152, 0.810, 2.120], [-6.108, 1.026, 1.153], [-4.977, 0.389, 0.491], [-6.081, 2.459, 1.378], [-7.101, -0.748, 1.346], [-4.070, 0.552, 1.072], [-4.850, 0.820, -0.504], [-5.144, -0.681, 0.394], [-6.157, 2.669, 2.446], [-6.928, 2.930, 0.877], [-5.153, 2.872, 0.992], [-5.545, -1.961, -3.127], [-5.061, -2.550, -2.185], [-6.842, -1.601, -3.224], [-7.362, -0.896, -4.377], [-7.739, -1.934, -2.131], [-4.945, -1.661, -4.004], [-7.776, 0.067, -4.070], [-8.149, -1.486, -4.851], [-6.568, -0.722, -5.101], [-7.389, -1.470, -1.208], [-7.759, -3.015, -1.984], [-8.741, -1.579, -2.357], [3.235, 2.288, -3.588], [2.812, 2.967, -2.681], [3.811, 2.771, -4.713], [4.306, 1.898, -5.756], [3.935, 4.207, -4.867], [3.192, 1.186, -3.563], [5.377, 2.057, -5.898], [3.787, 2.107, -6.695], [4.140, 0.859, -5.484], [4.528, 4.619, -4.049], [2.947, 4.671, -4.839], [4.417, 4.435, -5.816]], "forces_ev_per_angstrom": [[-0.664, -0.162, -0.231], [0.075, -0.076, 0.846], [0.468, -0.064, -0.491], [-0.717, -0.655, 0.599], [0.618, 0.289, -0.800], [0.555, 0.269, -0.003], [-0.939, -0.273, -0.529], [-0.237, -0.599, -0.281], [0.299, -1.432, 0.239], [-1.678, 0.596, -0.656], [-0.201, -0.629, -1.550], [0.319, 0.336, 0.536], [0.017, -0.039, 0.640], [0.819, -0.311, -0.069], [-0.004, -0.113, 0.759], [-0.102, 0.208, 0.332], [0.290, 0.122, 0.174], [-0.239, 0.012, 0.057], [0.296, -0.015, -0.002], [0.178, -0.077, -0.341], [0.059, 0.326, -0.123], [-0.159, -0.098, 0.055], [0.049, 0.271, -0.209], [0.201, -0.048, 0.088], [0.495, 0.105, 0.442], [-0.113, 0.445, 0.353], [-0.346, 0.533, -0.027], [-0.005, 0.325, 0.426], [0.529, 0.380, 0.224], [0.272, 0.187, -0.319], [-0.083, 0.056, 0.018], [-0.010, 0.063, -0.071], [0.015, -0.142, 0.194], [0.173, -0.023, -0.201], [-0.185, 0.175, -0.062], [0.003, -0.026, 0.022], [-0.055, -0.054, 0.079], [-0.016, -0.014, 0.108], [-0.011, 0.030, -0.027], [0.070, -0.066, -0.045], [0.099, -0.019, -0.033], [-0.035, -0.004, 0.048], [-0.086, -0.093, 0.019], [-0.035, 0.063, 0.018], [0.127, -0.115, -0.127], [-0.060, 0.326, 0.113], [-0.157, -0.114, 0.061], [0.034, -0.003, -0.006], [0.099, -0.128, -0.115], [0.089, -0.094, -0.030], [-0.016, -0.009, 0.003], [-0.007, 0.084, -0.017], [0.017, 0.072, 0.040], [0.035, -0.056, -0.017], [0.162, 0.030, -0.085], [-0.076, -0.051, 0.151], [-0.104, 0.097, -0.143], [-0.099, -0.097, 0.259], [0.221, -0.056, 0.000], [-0.028, 0.010, -0.020], [-0.022, 0.028, -0.110], [-0.009, 0.077, -0.085], [0.041, -0.018, 0.019], [-0.069, -0.031, 0.040], [-0.042, 0.011, 0.070], [0.006, 0.034, -0.044], [0.010, -0.344, 0.173], [-0.221, 0.551, -0.278], [0.019, -0.063, -0.195], [-0.006, 0.286, 0.059], [-0.075, -0.115, 0.198], [0.051, 0.000, -0.009], [0.007, -0.104, -0.070], [0.056, -0.084, -0.051], [0.005, 0.001, 0.059], [-0.017, 0.083, -0.028], [0.039, 0.084, 0.002], [0.012, -0.050, -0.022]], "lowdin_charge": [-0.16, -0.51, 0.95, -0.38, -0.36, -0.55, 0.19, 0.10, -0.11, -0.12, -0.73, -0.05, -0.09, -0.42, 0.09, 0.09, 0.07, 0.04, 0.06, 0.07, 0.07, 0.07, 0.08, 0.07, 0.08, 0.09, 0.06, 0.10, 0.14, 0.13, -0.35, 0.01, -0.19, -0.06, -0.02, 0.13, 0.09, 0.09, 0.08, 0.07, 0.10, 0.09, -0.37, -0.01, -0.20, -0.04, -0.04, 0.13, 0.07, 0.09, 0.08, 0.09, 0.09, 0.09, -0.36, 0.02, -0.20, -0.06, -0.04, 0.13, 0.09, 0.09, 0.08, 0.07, 0.09, 0.09, -0.37, -0.02, -0.20, -0.06, -0.05, 0.13, 0.09, 0.08, 0.09, 0.09, 0.09, 0.08]}

***

{"formula": "C20H42ClN2O6", "method": "the ωB97M-V functional and the def2-TZVPD basis", "total_charge": 1, "lumo_ha": -0.17815, "species": ["C", "C", "O", "C", "C", "C", "C", "N", "C", "C", "O", "Cl", "N", "H", "H", "H", "H", "H", "H", "H", "H", "H", "H", "C", "C", "C", "O", "H", "H", "H", "H", "H", "H", "H", "H", "C", "C", "C", "O", "H", "H", "H", "H", "H", "H", "H", "H", "C", "C", "C", "O", "H", "H", "H", "H", "H", "H", "H", "H", "C", "C", "C", "O", "H", "H", "H", "H", "H", "H", "H", "H"], "positions_angstrom": [[-3.020, 0.710, -2.997], [-2.810, 0.137, -4.401], [-3.994, -0.469, -4.981], [-4.572, -1.425, -4.266], [-5.975, -1.550, -4.404], [-6.582, -2.509, -3.652], [-5.763, -3.271, -2.818], [-4.460, -3.102, -2.774], [-3.620, -3.922, -1.913], [-3.162, -5.167, -2.636], [-3.713, -5.654, -3.540], [-1.710, -5.819, -1.937], [-3.822, -2.185, -3.500], [-4.001, 0.507, -2.581], [-2.865, 1.781, -3.020], [-2.241, 0.326, -2.356], [-1.972, -0.547, -4.438], [-2.549, 0.940, -5.077], [-6.528, -0.913, -5.070], [-7.646, -2.656, -3.685], [-6.191, -4.026, -2.180], [-2.747, -3.329, -1.662], [-4.122, -4.161, -0.983], [-1.381, -5.921, 1.637], [-0.770, -4.746, 2.385], [-0.196, -5.168, 3.728], [-1.756, -3.725, 2.567], [-2.208, -6.353, 2.208], [-1.782, -5.585, 0.683], [-0.646, -6.705, 1.450], [0.018, -4.299, 1.777], [-0.982, -5.577, 4.367], [0.233, -4.311, 4.245], [0.579, -5.925, 3.607], [-2.460, -4.095, 3.110], [-1.039, 0.312, 1.176], [-0.124, 1.010, 0.182], [0.665, 2.125, 0.844], [-0.895, 1.526, -0.915], [-1.767, 1.019, 1.585], [-1.599, -0.488, 0.688], [-0.472, -0.117, 2.001], [0.565, 0.285, -0.251], [-0.007, 2.890, 1.244], [1.316, 2.616, 0.119], [1.278, 1.737, 1.656], [-1.510, 2.174, -0.555], [4.855, 2.291, 2.459], [4.807, 0.865, 1.937], [5.984, 0.570, 1.020], [3.576, 0.643, 1.243], [4.799, 3.005, 1.635], [4.004, 2.487, 3.115], [5.773, 2.480, 3.017], [4.813, 0.165, 2.773], [5.965, 1.235, 0.152], [5.933, -0.454, 0.649], [6.933, 0.706, 1.538], [3.551, 1.253, 0.498], [3.451, 7.144, 0.250], [3.806, 6.016, 1.206], [4.218, 6.549, 2.570], [4.853, 5.214, 0.656], [4.315, 7.795, 0.091], [3.160, 6.745, -0.722], [2.632, 7.750, 0.638], [2.949, 5.350, 1.319], [5.105, 7.181, 2.480], [4.470, 5.727, 3.241], [3.420, 7.137, 3.023], [5.629, 5.775, 0.544]], "forces_ev_per_angstrom": [[0.358, -0.206, -0.420], [0.497, 0.534, -0.032], [-0.365, -0.202, 0.585], [0.501, 0.739, -0.851], [-0.058, -0.598, 0.241], [0.445, 0.412, -0.264], [-0.502, -0.601, 0.312], [-0.707, 0.573, -0.337], [0.790, 0.521, 0.099], [0.613, 0.163, 0.944], [-0.852, -0.506, -1.287], [0.133, -0.076, -0.028], [-0.107, -0.290, 0.400], [-0.111, -0.070, 0.040], [-0.176, 0.231, 0.001], [-0.076, -0.114, 0.409], [-0.081, -0.436, 0.055], [-0.250, 0.034, -0.336], [0.079, 0.231, -0.139], [-0.152, -0.175, 0.123], [0.151, -0.166, 0.128], [0.051, 0.147, 0.042], [-0.239, -0.163, 0.069], [-0.009, 0.056, -0.045], [-0.218, -0.299, 0.293], [0.058, 0.124, 0.031], [0.081, 0.123, -0.264], [0.072, -0.033, 0.085], [0.022, -0.004, 0.034], [-0.011, -0.011, 0.008], [-0.051, 0.129, -0.011], [-0.010, -0.075, -0.047], [0.031, 0.005, -0.033], [-0.012, -0.015, 0.005], [0.023, 0.011, 0.083], [-0.051, -0.117, -0.121], [-0.198, 0.262, 0.345], [0.078, 0.103, -0.078], [0.146, -0.190, -0.065], [0.064, 0.044, 0.049], [0.045, -0.031, 0.018], [-0.008, -0.002, 0.014], [-0.027, 0.017, -0.122], [-0.060, -0.067, 0.038], [0.020, -0.033, -0.005], [0.021, 0.005, -0.007], [0.051, 0.053, 0.048], [-0.165, -0.004, 0.100], [0.192, 0.355, -0.239], [-0.022, -0.173, -0.028], [-0.100, -0.240, 0.130], [0.123, -0.002, -0.023], [0.030, -0.054, 0.052], [0.009, 0.012, -0.014], [-0.134, -0.070, -0.035], [0.021, 0.082, 0.054], [0.008, -0.013, 0.043], [0.005, 0.020, -0.008], [0.044, 0.043, 0.001], [-0.080, -0.099, -0.122], [0.265, 0.406, 0.032], [-0.010, -0.149, 0.089], [-0.172, -0.173, -0.051], [0.000, 0.035, 0.083], [-0.029, -0.017, 0.018], [0.016, 0.018, 0.009], [0.054, -0.110, -0.041], [-0.041, 0.066, -0.043], [-0.038, -0.014, -0.005], [0.010, 0.021, -0.004], [0.015, 0.019, -0.002]], "lowdin_charge": [-0.06, -0.17, 0.01, -0.31, 0.11, 0.04, 0.03, -0.07, -0.09, -0.81, 0.12, 0.79, 0.25, 0.08, 0.08, 0.06, 0.12, 0.12, 0.15, 0.13, 0.16, 0.13, 0.15, -0.08, -0.50, -0.06, -0.06, 0.09, 0.00, 0.09, 0.14, 0.08, 0.08, 0.08, 0.08, -0.05, -0.48, -0.06, -0.08, 0.08, 0.07, 0.09, 0.14, 0.08, 0.08, 0.07, 0.09, -0.06, -0.49, -0.06, -0.07, 0.06, 0.08, 0.08, 0.14, 0.08, 0.08, 0.08, 0.08, -0.06, -0.50, -0.06, -0.07, 0.08, 0.08, 0.08, 0.13, 0.08, 0.07, 0.08, 0.09]}

***

{"formula": "C20H43MoNO6PS3Si4", "method": "the ωB97M-V functional and the def2-TZVPD basis", "multiplicity": 2, "lumo_ha": [-0.03459, -0.02847], "e_above_lowest_kj_mol": 13.57, "species": ["Mo", "C", "C", "O", "P", "S", "S", "O", "C", "C", "H", "H", "H", "H", "H", "H", "H", "H", "H", "H", "C", "Si", "C", "C", "Si", "Si", "C", "C", "C", "Si", "C", "C", "C", "H", "H", "H", "H", "H", "H", "H", "H", "H", "H", "H", "H", "H", "H", "H", "H", "H", "H", "H", "H", "H", "H", "H", "H", "H", "H", "H", "O", "C", "N", "S", "O", "O", "C", "C", "C", "C", "C", "C", "H", "H", "H", "H", "O", "H", "H"], "positions_angstrom": [[0.293, 0.396, 0.771], [2.363, -3.512, 2.276], [3.320, -2.423, 2.705], [2.583, -1.210, 2.944], [3.311, 0.214, 2.424], [1.690, -0.084, -0.681], [1.598, 1.460, 2.447], [4.077, 0.686, 3.763], [3.450, 0.852, 5.050], [3.511, 2.304, 5.462], [2.907, -4.439, 2.095], [1.851, -3.228, 1.355], [1.623, -3.707, 3.055], [4.069, -2.239, 1.930], [3.842, -2.692, 3.626], [4.000, 0.217, 5.746], [2.418, 0.500, 5.003], [4.544, 2.651, 5.488], [3.074, 2.430, 6.454], [2.953, 2.921, 4.757], [2.297, 2.827, -2.691], [1.900, 3.647, -1.041], [1.775, 5.490, -1.427], [3.366, 3.404, 0.105], [-0.093, 2.762, -0.122], [-1.567, 2.596, -1.962], [-3.379, 2.294, -1.553], [-1.490, 4.214, -2.927], [-1.022, 1.195, -3.090], [-0.960, 4.243, 1.525], [0.037, 5.837, 1.558], [-2.725, 4.730, 1.080], [-0.956, 3.637, 3.311], [3.277, 3.179, -3.026], [1.568, 3.105, -3.455], [2.336, 1.739, -2.638], [2.553, 5.749, -2.151], [1.933, 6.100, -0.539], [0.813, 5.769, -1.861], [4.256, 3.861, -0.337], [3.574, 2.345, 0.270], [3.194, 3.863, 1.080], [-3.760, 2.966, -0.784], [-3.563, 1.269, -1.232], [-3.966, 2.457, -2.461], [-1.792, 5.065, -2.310], [-2.166, 4.168, -3.785], [-0.486, 4.416, -3.302], [-1.103, 0.230, -2.584], [0.013, 1.314, -3.413], [-1.654, 1.167, -3.982], [-0.046, 6.395, 0.624], [1.094, 5.648, 1.751], [-0.342, 6.472, 2.365], [-2.796, 5.098, 0.054], [-3.058, 5.530, 1.748], [-3.421, 3.897, 1.189], [0.024, 3.816, 3.757], [-1.193, 2.586, 3.468], [-1.690, 4.232, 3.863], [-1.284, -0.830, -0.104], [-2.264, -0.364, 0.568], [-1.966, 0.656, 1.352], [-2.998, 1.154, 2.559], [-2.938, 0.158, 3.611], [-4.443, 0.920, 1.753], [-4.658, -0.243, 1.071], [-5.961, -0.703, 0.950], [-6.200, -1.849, 0.215], [-5.157, -2.541, -0.401], [-3.865, -2.074, -0.281], [-3.607, -0.921, 0.461], [-6.759, -0.155, 1.432], [-7.215, -2.213, 0.119], [-5.363, -3.434, -0.973], [-3.035, -2.577, -0.760], [-0.032, -1.119, 2.389], [0.884, -1.321, 2.697], [-0.440, -1.939, 2.084]], "forces_ev_per_angstrom": [[0.116, -0.018, 0.052], [0.020, -0.026, 0.045], [0.049, 0.006, 0.000], [-0.108, -0.051, -0.095], [0.036, 0.080, 0.025], [0.071, -0.017, -0.022], [-0.141, 0.002, 0.056], [0.014, -0.004, -0.008], [-0.024, -0.001, 0.012], [0.006, -0.004, -0.011], [-0.010, 0.006, -0.015], [0.011, -0.012, -0.032], [-0.002, 0.007, 0.000], [0.011, -0.012, 0.000], [-0.005, -0.001, -0.004], [-0.001, 0.003, 0.006], [0.008, -0.006, -0.001], [-0.001, 0.003, 0.000], [0.002, -0.005, 0.003], [0.000, 0.007, 0.002], [-0.005, -0.003, 0.003], [-0.005, -0.003, -0.004], [-0.005, -0.004, 0.006], [0.019, 0.009, -0.011], [-0.002, 0.000, -0.035], [0.009, -0.016, -0.011], [-0.010, 0.032, 0.023], [0.008, 0.008, 0.010], [-0.011, 0.008, -0.005], [-0.018, -0.016, -0.027], [-0.012, 0.000, -0.010], [0.008, -0.022, 0.015], [0.134, -0.013, 0.026], [0.001, 0.003, 0.007], [-0.003, -0.002, -0.006], [0.002, 0.012, -0.015], [0.000, -0.002, 0.004], [-0.002, 0.013, 0.021], [0.002, 0.000, 0.002], [-0.002, 0.005, -0.010], [-0.001, 0.004, -0.012], [0.006, -0.005, -0.006], [-0.001, -0.022, -0.028], [0.008, -0.054, 0.033], [0.001, -0.007, 0.000], [0.001, -0.003, -0.002], [-0.001, 0.000, 0.000], [-0.004, -0.005, -0.005], [-0.008, 0.010, 0.018], [0.024, -0.008, -0.009], [-0.002, 0.000, 0.002], [0.002, -0.002, 0.001], [0.019, -0.001, -0.004], [0.001, 0.003, -0.002], [-0.002, -0.002, 0.000], [0.005, -0.002, 0.006], [-0.015, -0.007, 0.007], [0.022, 0.004, 0.002], [0.133, 0.134, 0.014], [0.005, -0.028, 0.019], [-0.083, 0.038, -0.019], [-0.025, -0.006, 0.036], [-0.034, 0.093, 0.052], [-0.182, -0.108, -0.085], [0.006, -0.025, 0.011], [-0.065, -0.012, -0.059], [0.010, 0.012, 0.007], [0.010, -0.008, -0.007], [0.000, -0.006, -0.002], [-0.005, -0.001, -0.001], [-0.004, 0.006, 0.006], [0.004, 0.009, -0.027], [-0.001, 0.000, 0.000], [0.000, 0.000, 0.000], [0.000, 0.000, 0.000], [0.000, -0.001, 0.001], [0.014, -0.011, -0.066], [0.024, 0.045, 0.139], [-0.023, 0.003, -0.012]], "lowdin_spin": [1.00, 0.00, 0.00, 0.00, 0.01, -0.12, 0.04, 0.00, 0.00, 0.00, 0.00, 0.00, 0.00, 0.00, 0.00, 0.00, 0.00, 0.00, 0.00, 0.00, 0.00, 0.00, 0.00, 0.00, 0.00, 0.01, 0.00, 0.00, 0.00, 0.00, 0.00, 0.00, 0.00, 0.00, 0.00, 0.00, 0.00, 0.00, 0.00, 0.00, 0.00, 0.00, 0.00, 0.00, 0.00, 0.00, 0.00, 0.00, 0.00, 0.00, 0.00, 0.00, 0.00, 0.00, 0.00, 0.00, 0.00, 0.00, 0.00, 0.00, 0.01, 0.01, 0.00, 0.00, 0.00, 0.00, 0.00, 0.00, 0.00, 0.00, 0.00, 0.00, 0.00, 0.00, 0.00, 0.00, 0.01, 0.00, 0.00]}